The following is a quantum chemistry calculation of 2 unconnected molecules or ions with the total composition C11H14N2OS in a non-equilibrium geometry, from the Open Molecules 2025 dataset.

electronic energy = -27493.2727 eV
HOMO level = -6.7 eV
relative energy (zero: lowest compared OMol25 entry of this formula, charge and spin) = 460.3 kJ/mol
SMILES = CO/C(=C1\C=CC=CN1)C1CC1.N=C=S

Atoms and positions in Å:
C  2.83301  1.12037  -0.66551
C  2.67766  1.87675  0.53620
C  1.90813  0.18116  -0.99839
C  1.66939  1.62055  1.38481
C  0.83933  -0.16345  -0.09837
C  -1.33255  2.44875  -0.69259
C  -1.76070  -2.61859  1.10512
C  -1.10806  -1.65776  2.12530
C  -1.34039  -1.22506  0.67587
C  -1.14713  -0.81203  -2.44773
C  -0.20097  -1.04430  -0.27468
N  0.79973  0.56498  1.16409
N  -0.20751  2.87449  -0.47773
O  -0.40837  -1.59169  -1.49534
S  -2.75716  1.93417  -0.56788
H  3.72750  1.11781  -1.14647
H  3.43871  2.55846  0.85277
H  2.10339  -0.62911  -1.80426
H  1.53366  2.20070  2.36242
H  -1.26409  -3.48458  0.88725
H  -2.79868  -2.73318  1.18842
H  -1.62138  -1.20823  3.00035
H  -0.10395  -1.87270  2.40515
H  -2.15124  -0.60749  0.38341
H  -1.08753  0.21666  -2.17932
H  -2.18172  -1.16790  -2.48748
H  -0.67594  -1.01200  -3.44828
H  -0.03757  0.42452  1.68836
H  0.65442  2.68868  -0.97550

***

The following is a quantum chemistry calculation of a molecular structure, C9H16IMnN5O8P2 in a non-equilibrium geometry, from the Open Molecules 2025 dataset.

expectation value of S² = 0.80
2S+1 = 2
electronic energy = -91425.2660 eV
HOMO level (alpha / beta) = -8.4 / -8.5 eV
relative energy (zero: lowest compared OMol25 entry of this formula, charge and spin) = 129.5 kJ/mol

Atoms and positions in Å:
Mn  -0.09465  -0.37007  0.34459
C  2.90535  3.04973  -2.23221
C  2.02175  2.00143  -1.59241
O  1.37185  1.14983  -2.51471
P  2.94435  0.78853  -0.60001
O  4.07285  0.26533  -1.57881
O  3.79415  1.50523  0.52949
O  2.15285  -0.35947  -0.06461
P  0.70325  2.79083  -0.54801
O  1.63245  3.25033  0.73309
O  0.09765  3.94943  -1.21851
O  -0.22355  1.69573  -0.07211
H  3.55595  2.60673  -2.98491
H  3.51395  3.52143  -1.46371
H  2.27685  3.81493  -2.68931
H  0.70195  1.66883  -2.98611
H  4.34625  -0.62687  -1.36581
H  3.26125  2.05523  1.11259
H  1.30175  4.10333  1.02079
C  -4.71175  0.38483  -0.31031
C  -3.60555  -0.60547  0.02039
O  -2.34105  -0.13737  -0.44861
H  -5.68275  -0.08427  -0.18481
H  -4.61425  0.71413  -1.34251
H  -4.65685  1.25363  0.34249
H  -3.77315  -1.55977  -0.48621
H  -3.55655  -0.78877  1.10079
H  -2.32635  0.83143  -0.35571
I  -1.47515  -6.47017  -0.36121
C  -0.46655  -4.64987  -0.33451
C  0.84325  -4.44437  0.03769
N  1.06785  -3.12657  -0.09081
N  -0.02285  -2.47107  -0.51321
C  -0.96595  -3.38987  -0.67881
H  1.58195  -5.14107  0.37259
H  1.90535  -2.59267  0.10269
H  -1.94075  -3.13067  -1.03741
N  -2.26785  0.07143  6.47489
C  -1.58465  -0.09757  5.56209
N  -0.73705  -0.28697  4.61989
C  -0.63895  -0.46217  3.40619
N  -0.36655  -0.67727  2.27529

***

The following is a quantum chemistry calculation of 2 unconnected molecules or ions with the total composition C4H8N4O in a non-equilibrium geometry, from the Open Molecules 2025 dataset.

electronic energy = -12282.0062 eV
HOMO level = -9.4 eV
relative energy (zero: lowest compared OMol25 entry of this formula, charge and spin) = 427.5 kJ/mol
SMILES = Nc1conn1.C1CN1

Atoms and positions in Å:
C  -2.13667  0.17491  0.03953
C  -2.15934  -0.91989  -0.76765
C  1.72625  0.52414  -0.30993
C  2.46691  -0.33100  0.66653
H  -1.90473  2.12971  0.26188
H  -3.40817  1.53297  0.57606
H  -2.68798  -1.23861  -1.64580
H  0.97703  0.05348  -0.90202
H  1.54632  1.55906  -0.02512
H  2.18285  -1.39216  0.77823
H  2.88265  0.05325  1.59662
H  3.18466  -0.61816  -1.19147
N  -2.62121  1.48057  -0.07912
N  -0.71982  -1.27037  0.82861
N  -1.17930  -0.10297  0.99488
N  3.11367  0.16058  -0.56113
O  -1.26313  -1.79550  -0.26010

***

The following is a quantum chemistry calculation of a molecular structure, C41H35AsBiNO8S3 in a non-equilibrium geometry, from the Open Molecules 2025 dataset.

electronic energy = -160140.9553 eV
HOMO level = -8.3 eV
relative energy (zero: lowest compared OMol25 entry of this formula, charge and spin) = 0.0 kJ/mol

Atoms and positions in Å:
Bi  0.42054  0.52389  0.76042
O  -0.48712  5.98262  -2.23183
C  -0.11937  4.87509  -1.56635
C  0.68794  3.89046  -2.13736
C  0.93861  2.75180  -1.40934
N  0.43096  2.59230  -0.19254
C  -0.28363  3.55025  0.39877
C  -0.58169  4.71817  -0.25863
C  -0.74007  3.23136  1.82009
O  -1.34903  4.08240  2.43875
O  -0.42158  2.04797  2.22447
C  1.74466  1.57230  -1.93923
O  2.41799  1.72619  -2.93928
O  1.57845  0.48643  -1.25824
H  -0.10612  5.99099  -3.11632
H  1.10530  3.97197  -3.13383
H  -1.17537  5.47944  0.22813
C  0.36422  -1.69275  3.99115
C  -0.96647  -1.05098  3.66878
O  -1.24532  -1.20958  2.26650
H  0.56006  -1.59800  5.06042
H  1.16988  -1.19623  3.44897
H  0.36395  -2.75160  3.72761
H  -0.93902  0.01197  3.92610
H  -1.76286  -1.53231  4.24448
H  -1.96985  -0.59244  2.04379
C  -2.30556  -5.23509  -4.10278
C  -2.13061  -5.37720  -2.73233
C  -1.75254  -4.28569  -1.96696
C  -1.56515  -3.03668  -2.55617
C  -1.72993  -2.90172  -3.92735
C  -2.09893  -3.99907  -4.69631
As  -1.11094  -1.54509  -1.32319
C  -2.99523  -1.34239  -0.80518
C  -3.69929  -2.13731  0.08556
C  -5.04683  -1.89228  0.31416
C  -5.68479  -0.84524  -0.34059
C  -4.98599  -0.04726  -1.23657
C  -3.63674  -0.29637  -1.48057
C  -2.78161  0.42640  -2.44119
C  -3.17232  1.50352  -3.23051
C  -2.28872  2.03591  -4.15874
C  -1.03230  1.46830  -4.33656
C  -0.63296  0.40014  -3.54470
C  -1.48847  -0.09345  -2.56908
H  -2.60462  -6.08365  -4.70462
H  -2.28289  -6.34151  -2.26294
H  -1.60935  -4.39769  -0.89724
H  -1.58078  -1.94024  -4.40137
H  -2.22297  -3.88247  -5.76598
H  -3.19634  -2.94547  0.60322
H  -5.60368  -2.52058  0.99795
H  -6.73531  -0.65528  -0.15982
H  -5.49533  0.76323  -1.74423
H  -4.17052  1.91463  -3.13878
H  -2.59250  2.88281  -4.76171
H  -0.35954  1.85610  -5.09158
H  0.34021  -0.05026  -3.69802
O  2.15274  0.79633  1.90070
C  3.41906  0.18184  1.72187
C  4.16508  0.41205  3.03160
C  3.63001  0.74984  4.23371
C  4.60513  0.80720  5.27280
C  5.85272  0.50411  4.83104
S  5.86815  0.16817  3.14770
C  4.18757  0.85893  0.60632
C  5.10939  0.35703  -0.25451
C  5.66627  1.35418  -1.10943
C  5.15769  2.58630  -0.86441
S  3.99294  2.55982  0.39663
C  3.28353  -1.32370  1.49475
C  3.54369  -2.32006  2.38657
C  3.23581  -3.61819  1.88856
C  2.73054  -3.58044  0.63033
S  2.65425  -1.98018  0.02015
H  2.57670  0.95854  4.35666
H  4.37671  1.06316  6.29845
H  6.77088  0.45584  5.39600
H  5.38663  -0.68821  -0.28636
H  6.39453  1.14622  -1.88012
H  5.38307  3.51587  -1.36350
H  3.92971  -2.14122  3.37973
H  3.39966  -4.52816  2.44868
H  2.41166  -4.39979  0.00390
C  -3.60805  1.63607  2.38559
O  -2.86806  0.93545  1.37719
H  -4.40061  1.00401  2.79290
H  -4.04170  2.55314  1.98449
H  -2.90478  1.90809  3.16795
H  -3.44348  0.80699  0.61277

***

The following is a quantum chemistry calculation of a molecular structure, C39H39BCl3GeN11O2Tc in a non-equilibrium geometry, from the Open Molecules 2025 dataset.

expectation value of S² = 3.79
2S+1 = 4
electronic energy = -158487.2372 eV
HOMO level (alpha / beta) = -18.6 / -18.6 eV
relative energy (zero: lowest compared OMol25 entry of this formula, charge and spin) = 0.0 kJ/mol
total charge = +4

Atoms and positions in Å:
Tc  -1.29681  0.95210  -0.30923
C  2.64586  0.61126  3.53011
O  1.79902  1.82235  3.27871
C  0.71740  1.44758  2.70412
N  0.72420  0.17384  2.35265
C  2.17410  -0.34234  2.44733
C  2.46243  -1.79335  2.67197
C  1.78196  -2.61997  3.56467
C  2.23649  -3.90770  3.80330
C  3.39842  -4.36258  3.19291
C  4.09056  -3.53798  2.31851
C  3.61155  -2.26821  2.03986
C  -0.26931  2.51211  2.41983
C  -0.36804  3.55675  3.32670
C  -1.10539  4.68649  2.98926
C  -1.61969  4.77564  1.70617
C  -1.45549  3.69304  0.85661
N  -0.85445  2.54047  1.20607
C  -1.84642  3.73129  -0.56351
N  -1.75448  2.66245  -1.30047
C  -2.15421  3.03738  -2.70949
C  -2.34459  4.56643  -2.57075
O  -2.19748  4.83242  -1.11939
C  -1.13997  2.60649  -3.73268
C  0.15505  3.12081  -3.69921
C  1.07994  2.74812  -4.66060
C  0.71289  1.86463  -5.67065
C  -0.58112  1.36867  -5.72320
C  -1.50631  1.73926  -4.75519
H  2.42994  0.28580  4.54749
H  3.67915  0.92606  3.42965
H  2.61386  -0.04098  1.49339
H  0.90898  -2.28313  4.10209
H  1.70249  -4.54568  4.49460
H  3.77071  -5.35414  3.41397
H  5.00691  -3.88052  1.85724
H  4.15678  -1.63230  1.35082
H  0.14145  3.49385  4.27953
H  -1.22303  5.49996  3.69420
H  -2.12993  5.66343  1.35327
H  -3.11302  2.56333  -2.90602
H  -3.32944  4.91909  -2.86045
H  -1.56956  5.14637  -3.06471
H  0.43331  3.85622  -2.95186
H  2.07607  3.17135  -4.65115
H  1.42763  1.59232  -6.43561
H  -0.87917  0.71702  -6.53357
H  -2.52794  1.38739  -4.83158
C  -1.03540  -0.69979  4.59501
C  -1.19877  -1.04063  3.16141
C  -2.18313  -1.79232  2.53261
C  -1.96730  -1.65182  1.18335
N  -0.88472  -0.86982  0.90835
N  -0.41585  -0.54650  2.17189
B  0.26147  -1.72540  -0.77046
N  1.25852  -0.62077  -0.82664
C  2.57701  -0.63176  -1.11804
C  3.02379  0.66812  -1.15486
C  1.91028  1.46552  -0.88010
C  1.88925  2.94832  -0.74967
N  0.83196  0.68134  -0.69256
N  -0.93037  -1.55420  -1.67948
C  -1.38293  -2.43324  -2.59381
C  -2.55785  -1.96249  -3.13444
C  -2.82040  -0.75395  -2.50003
C  -4.03377  0.08638  -2.66092
N  -1.81146  -0.49050  -1.62718
N  0.65545  -3.05905  -0.51759
C  -0.13338  -4.18735  -0.31436
C  0.68658  -5.25352  -0.24440
C  2.01275  -4.72994  -0.43135
C  3.27498  -5.51129  -0.51197
N  1.99078  -3.42972  -0.57190
H  -1.63240  -1.37546  5.20404
H  -0.00291  -0.74016  4.93703
H  -1.41914  0.31140  4.76117
H  -2.97997  -2.33429  3.01571
H  -2.53387  -2.07367  0.36850
H  3.07758  -1.57271  -1.28029
H  4.02332  1.00549  -1.37499
H  2.38839  3.40199  -1.60507
H  0.87819  3.34201  -0.69565
H  2.44359  3.26118  0.13814
H  -0.83468  -3.33888  -2.80382
H  -3.16180  -2.43855  -3.88945
H  -4.15731  0.38668  -3.70121
H  -4.91276  -0.50229  -2.39530
H  -4.02582  0.97268  -2.03036
H  -1.20782  -4.12940  -0.24046
H  0.41130  -6.28390  -0.09104
H  3.28537  -6.30622  0.23287
H  3.35474  -5.98634  -1.49142
H  4.14156  -4.86957  -0.37475
Cl  -4.96743  -0.61329  0.59592
Ge  -3.68397  1.06893  0.78846
Cl  -3.41567  1.42635  2.90303
Cl  -4.75727  2.77949  0.08038